[1]
Computed, not measured: 12 unconnected molecules or ions with the total composition C48H118N2O12, with the ωB97M-V functional and the def2-TZVPD basis.

CARTESIAN COORDINATES (ANGSTROEM)
C  4.83629  1.94789  -4.84832
C  4.92373  1.34992  -3.36978
C  3.84267  1.83501  -2.47703
C  4.85436  -0.20076  -3.49116
C  5.28197  -0.92293  -2.19570
C  6.68296  -0.54299  -1.63218
C  6.92567  1.02455  -1.62091
C  6.31068  1.54700  -0.31977
C  8.50119  1.17155  -1.69128
N  6.30266  1.71413  -2.81042
O  6.40905  3.10378  -2.77321
H  3.90912  1.71595  -5.37239
H  4.70934  3.02754  -4.76877
H  5.63592  1.71965  -5.55301
H  3.74281  1.20760  -1.59131
H  3.97467  2.84804  -2.09696
H  2.86304  1.87242  -2.95349
H  3.82378  -0.49701  -3.68668
H  5.39914  -0.61055  -4.34168
H  4.48510  -0.80236  -1.46183
H  5.39751  -1.98165  -2.42780
H  7.41994  -1.06705  -2.24073
H  6.79040  -0.91716  -0.61406
H  5.23052  1.46314  -0.20005
H  6.44761  2.62762  -0.36008
H  6.74651  1.18068  0.60973
H  8.74000  2.23364  -1.74642
H  8.99458  0.80252  -2.59045
H  8.94583  0.69284  -0.81880
H  6.83707  3.27319  -3.61564
C  -3.75797  -0.10055  2.89413
C  -4.42187  1.13104  3.65863
C  -5.87865  1.25001  3.21082
C  -4.35646  0.73696  5.10480
C  -4.42318  1.90789  6.07888
C  -3.41740  3.01743  5.72130
C  -3.48481  3.47014  4.22329
C  -4.69577  4.40600  4.06750
C  -2.18893  4.22501  4.04681
N  -3.55068  2.27453  3.34980
O  -3.57472  2.66803  1.99414
H  -2.70704  -0.29784  3.10560
H  -4.19627  -1.06043  3.16728
H  -3.70610  0.04138  1.81466
H  -5.84373  2.03593  2.45636
H  -6.27384  0.31514  2.81339
H  -6.57744  1.62122  3.96048
H  -5.18423  0.05134  5.28596
H  -3.48490  0.14516  5.38453
H  -5.42579  2.33504  6.09944
H  -4.21596  1.48342  7.06121
H  -2.47881  2.58809  6.07177
H  -3.58078  3.93058  6.29365
H  -4.71526  5.23653  4.77314
H  -5.64505  3.87207  4.02398
H  -4.62141  4.88589  3.09167
H  -1.32764  3.57196  4.18755
H  -2.09368  5.11777  4.66487
H  -2.17805  4.70786  3.06966
H  -2.73671  2.28934  1.71861
C  -4.38717  4.46382  -1.37479
C  -3.03540  4.02578  -1.97947
C  -2.97134  2.49570  -2.32450
O  -2.74619  4.78560  -3.19551
H  -5.22398  4.27835  -2.04818
H  -4.31014  5.51282  -1.08882
H  -4.67194  3.96178  -0.45015
H  -2.25863  4.15424  -1.22566
H  -3.00779  1.85262  -1.44518
H  -2.09422  2.28370  -2.93590
H  -3.77845  2.23974  -3.01092
H  -2.97258  5.67472  -2.91296
C  -1.79108  -4.68943  -2.01929
C  -2.76517  -3.72713  -2.74827
C  -1.98388  -2.67857  -3.61037
O  -3.68433  -4.48027  -3.50362
H  -1.02387  -4.19373  -1.42450
H  -1.31234  -5.50772  -2.55715
H  -2.36321  -5.24354  -1.27516
H  -3.27058  -3.20771  -1.93410
H  -1.63909  -3.11958  -4.54564
H  -1.17127  -2.24578  -3.02690
H  -2.70490  -1.88951  -3.82389
H  -3.31484  -5.36178  -3.41416
C  0.81933  -0.09926  0.43613
C  -0.58829  -0.08209  -0.07968
C  -1.32634  -1.31461  0.36918
O  -1.25488  1.05857  0.35479
H  0.93674  0.03388  1.51158
H  1.49844  0.57318  -0.08803
H  1.26467  -1.07026  0.21954
H  -0.47767  -0.04217  -1.16332
H  -1.01766  -2.21288  -0.16553
H  -2.36568  -1.31467  0.04078
H  -1.39883  -1.52777  1.43568
H  -0.85219  1.81241  -0.08243
C  0.01496  4.20570  0.84810
C  0.52989  4.13412  -0.60709
C  2.08524  3.96081  -0.56035
O  -0.00456  2.96765  -1.18983
H  0.45683  3.37202  1.39383
H  -1.06887  4.10692  0.78771
H  0.28409  5.10538  1.40150
H  0.27693  5.03373  -1.16816
H  2.40694  4.00059  -1.60104
H  2.43419  3.02561  -0.12248
H  2.62028  4.80836  -0.13198
H  0.00373  3.13083  -2.13583
C  3.10695  -3.98812  3.73520
C  2.62728  -2.83843  2.88764
C  3.27824  -2.93735  1.48178
O  1.28148  -3.05109  2.73969
H  4.18963  -3.98316  3.86118
H  2.87248  -4.97689  3.34093
H  2.66270  -3.94593  4.72966
H  2.77876  -1.83599  3.28796
H  2.92483  -3.77213  0.87651
H  4.34088  -3.10554  1.65671
H  3.18645  -2.01598  0.90668
H  0.85198  -2.79470  3.55908
C  3.43351  1.22701  3.15034
C  2.78916  2.43079  3.79283
C  1.24361  2.32146  3.77485
O  3.31447  2.60205  5.05280
H  2.98713  1.03707  2.17424
H  3.24823  0.32796  3.73809
H  4.50369  1.36116  2.99277
H  3.09140  3.31339  3.22913
H  0.89008  1.74381  2.92077
H  0.69788  3.26120  3.69007
H  0.91139  1.78482  4.66352
H  4.26518  2.60154  4.91945
C  -5.84195  -2.03782  0.67822
C  -6.88555  -1.15843  -0.06955
C  -6.29221  0.03045  -0.73831
O  -7.58694  -2.05963  -0.84692
H  -5.52333  -1.50884  1.57641
H  -4.95778  -2.23993  0.07366
H  -6.29982  -2.96255  1.02940
H  -7.70234  -0.85364  0.58472
H  -5.82793  0.66211  0.01902
H  -7.08489  0.52498  -1.29974
H  -5.56354  -0.19003  -1.51838
H  -6.93563  -2.33947  -1.49429
C  2.92695  -4.57013  -3.45328
C  2.47364  -4.32781  -1.98769
C  1.48082  -3.14541  -1.76839
O  1.82194  -5.52297  -1.59033
H  3.84263  -5.15402  -3.36001
H  3.14345  -3.63235  -3.96493
H  2.22395  -5.19355  -4.00577
H  3.31043  -4.11995  -1.32086
H  0.69973  -3.23595  -2.52324
H  1.96523  -2.19020  -1.97091
H  1.20389  -3.11382  -0.71463
H  1.28983  -5.32373  -0.81653
C  0.76725  -0.29952  -4.21495
C  -0.19759  -0.46378  -5.43202
C  -0.23587  0.80905  -6.30806
O  0.23454  -1.51979  -6.14436
H  1.68480  0.12230  -4.62518
H  1.18780  -1.22360  -3.81834
H  0.39735  0.27441  -3.36533
H  -1.18809  -0.64195  -5.01339
H  -0.82215  0.54108  -7.18702
H  0.71314  1.20279  -6.67196
H  -0.75347  1.66432  -5.87366
H  1.00196  -1.18172  -6.61167
C  -0.16699  -6.12439  2.82736
C  -0.80859  -5.46035  1.61822
C  -1.73262  -4.30410  2.09574
O  0.14632  -4.84003  0.77821
H  0.72274  -6.64563  2.47412
H  -0.90954  -6.82385  3.21138
H  0.18694  -5.37270  3.53290
H  -1.28433  -6.19582  0.96948
H  -1.21269  -3.39576  2.40020
H  -2.34582  -4.65267  2.92676
H  -2.39497  -4.07152  1.26189
H  0.63601  -4.22435  1.32843

As for the energy above the lowest of the compared OMol25 structures with the same formula, charge and spin: 3.9990 eV. The value obtained for the HOMO energy is -8.30 eV. Its SMILES is CC1(C)CCCC(C)(C)N1O.CC1(C)CCCC(C)(C)N1O.CC(C)O.CC(C)O.CC(C)O.CC(C)O.CC(C)O.CC(C)O.CC(C)O.CC(C)O.CC(C)O.CC(C)O. Its gap between HOMO and LUMO is 0.3151 Eh. For the molar mass, the calculation gives 915.5 g mol⁻¹. The charge is 0. The electronic energy is -79234.8748 eV. As for the maximum force: 3.9 eV Å⁻¹. The calculation puts the LUMO energy at 0.010 Eh.

Atomic partial charges in e from the Mulliken method, atoms 1 to 2: atom 1 (C): -2.127, atom 2 (C): 2.319

[2]
Computed, not measured: 19 unconnected molecules or ions with the total composition H37O19, with the ωB97M-V functional and the def2-TZVPD basis.

CARTESIAN COORDINATES (ANGSTROEM)
O  3.52196  0.02384  3.65989
H  -0.10753  0.01451  -2.98953
H  0.28087  -0.47529  1.11749
O  4.07388  0.22421  -2.07715
H  0.49151  2.83720  -1.10693
H  3.26095  0.47189  -1.55498
O  -0.48489  -1.06078  0.96534
H  -1.93912  -3.46903  3.19201
H  1.15584  -2.51299  -4.46779
O  1.21058  2.88859  2.76773
H  2.03589  3.32733  2.51567
H  1.47921  2.04172  2.34940
O  0.46530  -3.46389  1.81788
H  -2.19157  -0.09614  0.61725
H  0.08435  -2.72672  1.27324
O  -0.15252  0.17889  4.31781
H  -2.29183  1.68378  -1.69157
H  -0.77721  0.70628  3.81733
O  2.09043  -2.73412  -4.33988
H  2.42919  0.38472  0.65976
H  2.12917  -2.20093  -3.53108
O  1.70746  0.78099  1.22736
H  -1.30882  1.68305  -4.72685
O  -4.24231  1.67251  1.93362
H  -3.34295  1.91877  -0.87430
H  -4.13655  2.47025  1.38082
O  -1.96948  -3.81986  2.29907
H  1.33589  1.63488  -1.48241
H  -1.03453  -4.02909  2.00850
O  1.49366  0.00597  -2.17334
H  1.19474  -0.86845  -2.41523
H  2.05234  -0.79622  -1.02704
O  1.26420  2.35488  -0.79950
H  0.75936  0.38980  4.10506
H  -1.11697  4.18121  1.67632
O  -2.95234  2.39029  -1.63997
H  -0.77518  3.26446  0.38781
H  1.40165  1.29735  0.41957
O  -0.43947  1.27771  -4.88257
H  -0.43612  -1.12281  -0.00057
H  -3.41343  1.25657  1.67052
O  -3.87646  -2.43571  1.05968
H  -3.19699  -2.66365  1.74170
H  -3.31616  -2.53698  0.28190
O  -1.44321  3.64824  0.94926
H  1.40732  -3.34770  1.59367
H  3.69561  0.31060  2.67919
O  -2.53326  0.01124  -0.28853
H  -0.57123  0.32598  -4.94982
H  -3.39007  -0.41233  -0.04115
O  -0.66355  -0.80988  -3.11212
H  -1.52412  -0.57581  -2.75175
H  3.77580  0.57741  -2.92409
O  2.48687  -1.68795  -0.59297
H  3.03303  -0.60679  3.03629
H  3.31080  -1.78203  -1.08003

As for the energy above the lowest of the compared OMol25 structures with the same formula, charge and spin: 3.9788 eV. The value obtained for the HOMO energy is -6.95 eV. Its gap between HOMO and LUMO is 0.3370 Eh. For the molar mass, the calculation gives 341.3 g mol⁻¹. The charge is -1. The electronic energy is -39504.3026 eV. As for the maximum force: 5.3 eV Å⁻¹. The calculation puts the LUMO energy at 0.082 Eh.

Atomic partial charges in e from the Mulliken method, atoms 1 to 2: atom 1 (O): -0.644, atom 2 (H): 0.391

[3]
Computed, not measured: a molecular structure, C20H17Cl5GeN6OS2Sc, with the ωB97M-V functional and the def2-TZVPD basis.

CARTESIAN COORDINATES (ANGSTROEM)
Sc  0.09806  -0.19790  0.23125
C  -0.33106  4.45777  4.18732
S  0.37217  2.82266  4.53801
C  0.27618  2.00332  2.98883
S  1.18980  0.58651  2.87274
N  -0.47232  2.57481  2.07996
N  -0.60420  1.95770  0.88648
C  -1.09779  2.72369  -0.02096
C  -1.16627  2.30523  -1.40259
C  -1.60020  3.20116  -2.38114
C  -1.53232  2.83107  -3.70917
C  -1.05271  1.56752  -4.02382
C  -0.68497  0.72567  -2.99060
N  -0.72906  1.07367  -1.70753
H  -0.55876  4.90923  5.15038
H  -1.22719  4.34366  3.58828
H  0.40753  5.05470  3.65721
H  -1.36179  3.74561  0.23313
H  -1.96635  4.17429  -2.08403
H  -1.84244  3.51613  -4.48696
H  -0.96819  1.23670  -5.04887
H  -0.34891  -0.28218  -3.20361
N  4.05132  -0.65601  -3.68401
C  3.82392  -1.99505  -3.64639
O  4.24785  -2.76073  -4.48833
C  2.99650  -2.48046  -2.49207
C  3.12844  -3.79355  -2.05438
C  2.33532  -4.22491  -1.00769
C  1.43890  -3.33673  -0.43544
N  1.29764  -2.08064  -0.85324
C  2.05254  -1.67721  -1.87696
H  4.60935  -0.30321  -4.44227
H  3.85297  -0.04473  -2.91207
H  3.84597  -4.44324  -2.53769
H  2.40296  -5.23777  -0.63712
H  0.80709  -3.64123  0.39111
H  1.89791  -0.65558  -2.20243
Cl  -1.18821  -1.39766  1.95098
Ge  -3.07035  -0.94255  0.60823
Cl  -1.69413  -1.69834  -1.14135
Cl  -4.10798  -2.82202  1.01214
Cl  2.28126  3.38642  -1.13762
C  3.40383  2.42433  -0.24743
C  4.63331  2.92596  0.09196
C  5.53252  2.12641  0.79163
C  5.20476  0.81706  1.13203
C  3.97444  0.30850  0.80206
Cl  3.60059  -1.32208  1.21005
C  2.96612  1.09195  0.10698
N  1.77286  0.68603  -0.22464
H  4.90028  3.93481  -0.19192
H  6.50105  2.52336  1.06226
H  5.91868  0.19356  1.65243

As for the energy above the lowest of the compared OMol25 structures with the same formula, charge and spin: 1.2646 eV. The value obtained for the HOMO energy (spin up / spin down) is -7.72 / -7.71 eV. Its spin multiplicity is 2. Its gap between HOMO and LUMO (spin up / spin down) is 0.2532 / 0.2144 Eh. For the molar mass, the calculation gives 716.4 g mol⁻¹. The charge is 0. The electronic energy is -193509.0454 eV. As for the maximum force: 1.1 eV Å⁻¹. The calculation puts the LUMO energy (spin up / spin down) at -0.031 / -0.069 Eh.

Atomic partial charges in e from the Mulliken method, atoms 1 to 2: atom 1 (Sc): -0.037, atom 2 (C): -0.751

[4]
Computed, not measured: 11 unconnected molecules or ions with the total composition C20H47F9N16O14, with the ωB97M-V functional and the def2-TZVPD basis.

CARTESIAN COORDINATES (ANGSTROEM)
C  0.40272  0.08621  3.99124
C  0.07061  -1.41379  4.15417
O  -1.09131  -1.50448  5.05302
C  -2.21842  -1.08716  4.54373
O  -2.43140  -0.64258  3.45906
C  -3.40277  -1.28719  5.56086
F  -3.26878  -2.48176  6.08143
F  -3.36531  -0.38216  6.59640
F  -4.55114  -1.10148  4.95195
H  -0.45270  0.68410  3.58027
H  1.24675  0.20092  3.25901
H  0.72900  0.55615  4.90049
H  0.86078  -2.11546  4.56738
H  -0.20055  -1.76651  3.14822
C  -0.44409  -1.67456  0.12279
C  -1.37804  -0.64941  -0.53185
O  -1.75169  0.55220  0.23338
C  -0.74524  1.31681  0.60627
O  0.38945  1.16792  0.37748
C  -1.37404  2.52550  1.40071
F  -1.87695  3.51144  0.66023
F  -2.42470  2.07958  2.11609
F  -0.50149  3.09870  2.21425
H  -0.95616  -2.23961  0.95123
H  0.42462  -1.18847  0.49876
H  -0.15842  -2.35955  -0.67336
H  -2.30792  -1.15356  -0.82386
H  -0.92735  -0.28156  -1.44397
C  5.12734  -4.35791  -2.35191
C  5.21961  -3.70134  -1.06113
O  4.34490  -4.39790  -0.12834
C  3.28136  -3.66813  0.31627
O  3.08057  -2.47618  0.37225
C  2.19775  -4.71648  0.96679
F  1.57782  -4.09604  2.00395
F  1.20198  -5.03111  0.11879
F  2.75856  -5.77372  1.45200
H  4.13049  -4.15422  -2.74408
H  5.31795  -5.37107  -2.48490
H  5.86353  -3.86535  -3.00201
H  4.85273  -2.67186  -1.06297
H  6.25745  -3.79763  -0.72941
N  -5.15260  -1.17885  0.30097
C  -4.75106  -1.82488  -0.74986
N  -4.15727  -3.02647  -0.69409
O  -4.99301  -1.23460  -1.77955
H  -5.13514  -1.59356  1.23780
H  -5.32135  -0.17562  0.19975
H  -3.99067  -3.43214  0.18621
H  -4.05690  -3.49281  -1.57911
N  2.19705  3.84320  6.63994
C  2.21825  3.80099  5.32186
N  1.30945  4.56343  4.62222
O  3.06035  3.14972  4.73877
H  1.40672  4.23182  7.08358
H  2.81640  3.21552  7.06784
H  0.47459  4.98983  5.06738
H  1.20439  4.49392  3.60004
N  -5.72930  1.72174  -2.71721
C  -5.48751  2.23180  -1.46370
N  -4.61514  3.28244  -1.43392
O  -5.87947  1.77696  -0.43185
H  -6.25521  0.88080  -2.76782
H  -5.39763  2.08238  -3.60071
H  -4.35899  3.45827  -0.51819
H  -3.89053  3.33307  -2.12737
N  4.38861  4.61636  2.49429
C  3.83788  4.02078  1.37569
N  2.87082  3.18901  1.81637
O  4.07949  4.26612  0.19489
H  4.57444  3.90883  3.18211
H  5.30773  4.96314  2.30733
H  2.63966  3.10202  2.79210
H  2.63574  2.42999  1.17666
N  3.46708  3.12379  -2.53276
C  2.18466  2.72975  -2.64836
N  1.31626  3.57639  -2.00936
O  1.77206  1.63885  -3.15284
H  4.12999  2.40416  -2.76186
H  3.78168  3.62673  -1.70314
H  0.49916  3.18510  -1.68179
H  1.84264  4.13871  -1.33528
N  -0.84808  -3.89825  -2.72969
C  -1.65026  -3.27026  -3.62446
N  -0.94364  -3.02068  -4.81621
O  -2.84631  -3.08307  -3.53063
H  0.16224  -3.66313  -2.77908
H  -1.25146  -4.21892  -1.84320
H  -1.41504  -2.31807  -5.36376
H  0.03482  -3.09421  -4.83148
N  -1.01211  1.84543  -4.38566
C  -2.39178  1.73807  -3.94983
N  -2.69009  0.57384  -3.26396
O  -3.17812  2.63606  -4.20729
H  -0.22035  1.40193  -3.82970
H  -0.80941  2.76223  -4.83451
H  -3.56772  0.38781  -2.78130
H  -2.05505  -0.21523  -3.35899
N  1.98200  -0.87862  -4.26741
C  2.08479  -1.60040  -3.13724
N  2.26444  -0.95582  -1.97091
O  2.00535  -2.84544  -3.12247
H  1.50892  -1.29750  -5.03795
H  1.81249  0.11330  -4.18770
H  2.45082  -1.52016  -1.13390
H  2.22269  0.03309  -1.95037

The value obtained for the HOMO energy is -9.06 eV. Its SMILES is CCOC(=O)C(F)(F)F.CCOC(=O)C(F)(F)F.CCOC(=O)C(F)(F)F.NC(N)=O.NC(N)=O.NC(N)=O.NC(N)=O.NC(N)=O.NC(N)=O.NC(N)=O.NC(N)=O. Its gap between HOMO and LUMO is 0.3359 Eh. For the molar mass, the calculation gives 906.7 g mol⁻¹. The charge is 0. The electronic energy is -98475.7991 eV. As for the maximum force: 5.1 eV Å⁻¹. The calculation puts the LUMO energy at 0.003 Eh.

Atomic partial charges in e from the Mulliken method, atoms 1 to 2: atom 1 (C): -0.794, atom 2 (C): 0.281